No. 1
This record from the Open Molecules 2025 dataset describes a structure of composition C12H34AsCl3GeN3Si2Y at a distorted geometry. The level of theory is ωB97M-V/def2-TZVPD.

As for the multiplicity: 2. The molar mass comes out at 619.394 g/mol. As for the charge: +3. For the maximum force, the calculation gives 5.24 eV Å⁻¹. Its relative energy (zero: lowest compared OMol25 entry of this formula, charge and spin) is 0.0000 eV. Its HOMO energy (alpha / beta) is -16.19 / -16.13 eV. The frontier orbital gap (alpha / beta) comes out at 6.83 / 5.60 eV. The expectation value of S² is 0.753.

The geometry in XYZ format:
```
57
Properties=species:S:1:pos:R:3:forces:R:3
Y -0.638 1.029 -0.696 0.4092 0.1713 -0.3683
N -0.617 -1.254 -6.186 -1.9527 -0.1289 0.2836
C 0.296 -1.524 -4.973 1.0021 -1.1008 -1.3356
C -0.569 -2.202 -3.942 0.0041 -0.7888 1.3254
C -0.035 -2.091 -2.492 0.9206 0.9255 0.9426
N -0.923 -1.315 -1.545 -2.0252 -0.7700 2.0883
C 1.356 -1.415 -2.371 1.8402 -0.5637 -1.2340
C 1.618 -0.109 -3.278 -0.6712 -0.9189 2.3866
N 1.290 1.114 -2.404 -0.8615 0.1960 -1.4438
C 0.823 -0.124 -4.575 -0.2107 0.0204 -0.8250
H -1.535 -0.781 -5.865 1.7327 -0.7694 -0.6175
H -0.909 -2.098 -6.708 0.1153 -0.0236 0.5438
H -0.225 -0.677 -6.921 0.5293 0.5343 -0.0421
H 1.055 -2.354 -5.316 -0.9399 2.1691 0.3951
H -0.633 -3.283 -4.119 -0.0453 0.3021 -0.3666
H -1.587 -1.843 -3.967 -0.4572 0.3413 -0.0260
H 0.059 -3.076 -2.038 0.0040 -0.1145 -0.3477
H -1.032 -1.878 -0.610 0.7039 1.0298 -1.9944
H -1.933 -1.333 -1.812 0.8962 -0.0057 -0.3078
H 2.195 -2.148 -2.678 -1.4455 0.8415 0.4141
H 1.576 -1.217 -1.292 -0.1571 0.0469 -0.8126
H 2.676 -0.064 -3.483 0.2665 -0.0860 -0.1138
H 1.038 1.877 -3.082 0.5675 -0.5296 1.0393
H 2.154 1.381 -1.931 -0.0238 0.1870 -0.1557
H 1.427 0.318 -5.431 -0.7831 -0.4178 1.0592
H -0.110 0.468 -4.424 0.6310 -0.0754 -0.1972
Cl -1.988 1.640 -3.004 0.1163 0.6304 0.0588
Ge -3.322 3.256 -1.483 0.9785 -0.9497 0.4445
Cl -1.288 3.720 -0.201 -0.5148 -0.5520 -0.7927
Cl -3.214 1.058 -0.237 -0.4201 0.2238 0.2955
C -1.192 2.377 3.642 0.5843 -2.8708 -0.3804
Si 0.677 2.263 3.228 1.1813 1.9928 0.9278
C 1.689 2.207 4.864 2.2728 -0.6762 -1.9512
C 1.505 3.468 1.946 -0.6474 -0.0919 -0.6856
As 1.047 0.370 1.850 -0.8649 0.0857 -0.4110
Si -0.200 -0.944 3.289 0.1900 -3.5205 3.8701
C -0.031 -1.088 5.319 -0.4641 1.6517 -0.2579
C -2.054 -0.791 2.970 -0.9544 -0.5266 -1.2670
C 0.577 -2.691 3.174 -0.7611 0.6196 -2.5662
H -1.661 3.254 3.221 -0.3037 0.1900 0.3089
H -1.389 2.098 4.720 0.2829 1.0509 -1.0154
H -1.584 1.426 3.135 0.0432 1.8211 0.4296
H 2.598 1.520 4.655 -1.4632 0.6831 0.4912
H 1.078 1.780 5.624 -0.3125 -0.3215 0.7700
H 2.223 3.118 5.215 -0.9431 -0.2377 -0.4127
H 0.803 3.867 1.135 0.9550 -0.5604 1.1701
H 2.351 2.919 1.416 -0.8907 0.8448 0.8709
H 1.871 4.345 2.494 0.1626 -0.1268 -0.3063
H -0.802 -0.405 5.762 0.4848 -0.7113 -0.1154
H 0.926 -0.672 5.683 -0.2713 -0.4523 -0.1546
H -0.173 -2.143 5.736 0.1481 1.4157 -1.0664
H -2.478 -1.732 2.455 0.6026 1.1968 1.0622
H -2.179 0.006 2.199 -0.4295 -0.4690 0.5977
H -2.657 -0.530 3.902 0.8478 -0.3911 -1.2997
H 0.682 -2.947 2.075 0.4290 -0.2252 1.1995
H -0.119 -3.391 3.604 -0.3841 -0.3093 0.1822
H 1.492 -2.757 3.752 0.2960 0.1137 -0.2864
```
Positions in Å, forces in eV/Å.

***

No. 2
This record from the Open Molecules 2025 dataset describes a cluster of 4 separate species, C12H34ClO4PSi in total. The level of theory is ωB97M-V/def2-TZVPD.

The molar mass comes out at 336.913 g/mol. For the maximum force, the calculation gives 0.37 eV Å⁻¹. The SMILES is OP([SiH3])Cl.CCOCC.CCOCC.CCOCC. Its HOMO energy is -8.90 eV. The frontier orbital gap comes out at 9.41 eV.

The geometry in XYZ format:
```
53
Properties=species:S:1:pos:R:3:forces:R:3
O 2.872 2.808 -3.069 -0.1519 0.0887 -0.3022
P 2.034 1.757 -4.040 -0.0619 0.0203 -0.1568
Si -0.065 2.460 -3.521 -0.0930 0.0023 0.1379
Cl 2.125 0.026 -2.930 0.0304 -0.0990 0.1215
H 3.466 3.285 -3.662 0.2969 -0.0024 0.2246
H -0.308 3.503 -4.540 -0.0794 0.0028 -0.0218
H -1.028 1.349 -3.635 -0.0030 0.0096 -0.0642
H -0.138 3.090 -2.184 0.0949 -0.0924 0.0112
C -3.378 -1.801 0.306 0.0096 0.0598 0.0454
C -2.556 -1.498 -0.935 0.0022 -0.0751 -0.0156
O -2.355 -0.115 -1.175 -0.0121 0.0363 -0.0267
C -1.666 0.591 -0.159 0.0497 0.0731 0.0601
C -0.259 0.083 0.104 -0.0281 -0.0894 -0.0065
H -4.321 -1.251 0.283 -0.0095 -0.0215 -0.0207
H -3.593 -2.869 0.358 0.0087 -0.0068 0.0058
H -2.851 -1.530 1.222 0.0125 -0.0275 -0.0006
H -3.077 -1.862 -1.821 -0.0009 0.0245 -0.0059
H -1.596 -2.024 -0.891 0.0036 0.0104 0.0191
H -2.245 0.601 0.771 -0.0255 -0.0327 -0.0148
H -1.621 1.622 -0.514 -0.0273 -0.0087 -0.0208
H -0.259 -0.914 0.548 -0.0073 0.0142 0.0295
H 0.253 0.753 0.796 -0.0035 0.0159 -0.0080
H 0.312 0.038 -0.823 0.0094 0.0293 0.0083
C 2.395 5.084 -0.093 0.0091 0.0667 0.0543
C 3.551 5.382 -1.032 0.0018 0.0009 0.0439
O 3.823 6.764 -1.199 0.0023 0.0018 -0.0240
C 4.193 7.465 -0.025 0.0006 0.0457 0.0418
C 5.464 6.950 0.629 -0.0075 -0.0726 -0.0361
H 1.506 5.640 -0.395 -0.0079 -0.0243 -0.0165
H 2.167 4.018 -0.121 -0.0040 -0.0033 -0.0277
H 2.625 5.348 0.940 0.0122 -0.0284 0.0020
H 3.303 5.022 -2.027 -0.0036 0.0319 -0.0358
H 4.452 4.847 -0.710 -0.0079 0.0017 0.0150
H 3.368 7.469 0.697 0.0058 -0.0250 0.0017
H 4.336 8.496 -0.348 -0.0046 -0.0095 -0.0181
H 5.336 5.951 1.046 -0.0099 0.0123 0.0202
H 5.756 7.613 1.445 -0.0004 0.0149 -0.0062
H 6.278 6.913 -0.097 0.0059 0.0226 0.0081
C -4.033 -7.676 1.387 0.0141 0.0269 0.0778
C -3.014 -6.691 0.839 -0.0076 -0.0329 -0.0443
O -2.788 -5.570 1.675 -0.0141 0.0558 -0.0305
C -2.280 -5.854 2.967 0.0144 0.0084 0.0585
C -0.925 -6.542 2.961 -0.0118 -0.0274 -0.0756
H -4.960 -7.162 1.642 -0.0080 -0.0060 -0.0240
H -4.251 -8.438 0.638 -0.0039 0.0078 -0.0132
H -3.671 -8.187 2.281 0.0115 -0.0166 -0.0174
H -3.376 -6.271 -0.100 0.0053 0.0165 0.0091
H -2.070 -7.203 0.616 -0.0021 -0.0066 0.0219
H -3.003 -6.440 3.545 0.0066 -0.0183 -0.0167
H -2.197 -4.882 3.454 -0.0092 0.0060 -0.0186
H -0.980 -7.556 2.561 -0.0068 -0.0065 0.0244
H -0.540 -6.611 3.979 -0.0014 0.0145 0.0060
H -0.214 -5.978 2.357 0.0062 0.0113 0.0209
```
Positions in Å, forces in eV/Å.

***

No. 3
This record from the Open Molecules 2025 dataset describes a structure of composition C12H34NO8Sr2 at a distorted geometry. The level of theory is ωB97M-V/def2-TZVPD.

As for the multiplicity: 2. The molar mass comes out at 495.643 g/mol. As for the charge: +4. For the maximum force, the calculation gives 4.53 eV Å⁻¹. Its HOMO energy is -18.60 eV. The frontier orbital gap comes out at 4.19 eV. The expectation value of S² is 0.755.

The geometry in XYZ format:
```
57
Properties=species:S:1:pos:R:3:forces:R:3
Sr -3.513 12.913 18.419 0.4368 2.1840 -0.6069
Sr -7.929 11.841 16.794 -1.0044 1.4072 -0.5134
C -5.801 15.948 15.530 -0.1820 -1.6484 1.1694
C -6.128 14.894 16.626 3.0397 1.5635 0.1452
O -7.174 14.254 16.647 -2.2272 -2.6121 -0.3678
O -5.236 14.694 17.544 0.3267 -1.2317 -0.2885
H -4.779 15.721 15.225 -0.0191 0.1769 -0.1260
H -5.785 16.921 16.021 -0.2773 0.1255 -0.3497
H -6.495 15.799 14.703 -0.0215 0.5942 0.0960
C -7.829 18.952 13.611 -0.7749 -0.6721 0.1659
O -9.073 18.358 14.031 0.3352 -0.3538 0.1635
H -7.414 18.552 12.686 -0.6012 0.0844 -0.4329
H -7.974 20.030 13.541 0.6494 -0.0288 0.1950
H -7.131 18.562 14.350 0.2239 0.8495 0.3583
H -9.863 18.771 13.675 0.1774 0.2154 -0.3703
O -3.915 16.836 19.066 0.1605 -0.4334 0.1586
H -4.476 16.262 18.545 -0.3195 -0.0318 -0.2369
H -4.011 17.698 18.661 0.1955 0.3547 0.0275
O -2.165 14.093 16.352 -0.6197 -0.9536 1.2636
H -1.290 13.706 16.387 0.7733 0.0817 -0.2597
H -2.229 14.461 15.471 -0.1578 0.3105 -0.4315
O -7.609 14.691 19.668 -0.2057 -0.2444 -0.1505
H -7.391 13.809 19.969 -0.0021 -0.1280 0.5858
H -7.221 14.750 18.795 0.1571 0.2468 -0.2229
O -9.249 15.744 14.957 0.2484 -1.0538 0.2696
H -8.669 15.504 15.680 -0.0245 0.0129 0.1999
H -9.202 16.700 14.919 -0.1978 0.9205 -0.5166
C -4.855 22.823 18.752 -0.0840 -1.0267 0.7967
C -6.418 23.079 18.786 -0.4964 2.1834 -1.4114
C -6.860 23.619 17.379 1.1519 0.5394 -0.6883
C -6.969 22.600 16.266 -0.9932 -0.6501 1.1285
C -7.930 21.525 16.758 0.4771 -0.4908 0.7040
C -7.452 20.859 18.105 -0.9883 -2.5967 0.3011
N -7.377 21.954 19.113 4.3852 -0.7749 0.8437
O -7.301 21.592 20.485 -0.1494 0.7031 -2.6973
C -8.573 19.809 18.618 1.1888 0.9103 -1.4250
C -6.076 19.974 17.896 -0.0684 0.8050 0.7828
C -6.719 24.268 19.710 -0.3584 -0.5639 0.8922
H -4.476 22.418 19.690 -0.3754 -0.2629 0.2215
H -4.281 23.748 18.686 -0.7532 0.4376 -0.2561
H -4.461 22.174 17.970 -0.4932 0.0259 -0.1837
H -7.696 24.315 17.449 -0.3604 -0.4402 0.1494
H -6.034 24.254 17.058 0.0641 0.3254 0.3732
H -5.967 22.202 16.107 -0.1270 -0.0789 -0.5702
H -7.446 23.001 15.372 0.6174 0.2791 -0.1116
H -8.095 20.767 15.992 0.0239 -0.3204 0.2690
H -8.894 21.990 16.964 -0.1435 -0.0057 -0.0516
H -8.539 18.992 17.897 -0.4419 0.3293 -0.5025
H -8.409 19.237 19.532 0.1520 0.9150 0.4787
H -9.502 20.374 18.543 -0.2977 -0.6012 0.3870
H -5.542 20.188 16.970 -0.3968 0.2642 -0.1067
H -5.321 20.054 18.678 -0.2117 0.7520 0.2974
H -6.245 18.899 17.956 -0.9105 0.0508 -0.3146
H -6.501 25.253 19.296 0.4702 -0.3467 -0.3168
H -6.207 24.157 20.665 -0.1601 0.1327 0.0463
H -7.799 24.294 19.858 -0.0685 0.0324 0.3341
H -8.213 21.690 20.767 -0.7417 -0.2626 0.7055
```
Positions in Å, forces in eV/Å.

***

No. 4
This record from the Open Molecules 2025 dataset describes a cluster of 6 separate species, C12H35O6 in total at a distorted geometry. The level of theory is ωB97M-V/def2-TZVPD.

The molar mass comes out at 275.406 g/mol. As for the charge: -1. For the maximum force, the calculation gives 4.67 eV Å⁻¹. Its relative energy (zero: lowest compared OMol25 entry of this formula, charge and spin) is 3.6276 eV. Its HOMO energy is -2.06 eV. The frontier orbital gap comes out at 4.61 eV.

The geometry in XYZ format:
```
53
Properties=species:S:1:pos:R:3:forces:R:3
C 0.225 -0.979 0.687 0.8581 -0.5715 1.1237
C 0.760 -1.031 -0.710 -1.6752 0.9089 -2.8806
O -0.052 -0.453 -1.681 0.2943 0.0428 0.7940
H 0.513 -0.067 1.210 -0.4091 0.4165 -0.1625
H 0.811 -1.742 1.199 -0.0676 -0.4360 0.6333
H -0.833 -1.202 0.830 -0.0757 0.0952 -0.3224
H 0.947 -2.046 -1.062 0.1217 -1.1142 0.5429
H 1.762 -0.603 -0.697 0.8080 0.5235 0.2693
C 5.910 1.326 0.076 0.2574 -0.6038 0.9095
C 6.688 0.269 -0.729 -0.9378 2.1053 0.8462
O 6.468 0.725 -2.048 0.8415 -0.8333 -0.8707
H 6.353 2.322 0.071 0.4454 -0.1628 -0.2098
H 5.886 0.986 1.111 -0.3562 0.1871 0.2309
H 4.901 1.481 -0.304 -0.0255 -0.4954 0.0021
H 6.328 -0.733 -0.495 -0.1927 -0.1180 -0.4185
H 7.746 0.323 -0.472 0.1604 -0.0891 0.0428
H 7.309 0.594 -2.491 -0.1950 0.0138 -0.5443
C 2.330 6.224 0.948 0.9243 1.0715 0.6494
C 1.435 5.150 0.438 -0.0107 0.4717 -0.7136
O 1.374 5.243 -1.011 0.0758 -0.4580 0.8879
H 3.269 6.332 0.405 -0.1695 -0.2349 -0.5095
H 2.694 6.043 1.960 -0.4476 -0.0233 0.3383
H 1.827 7.190 0.917 0.0915 0.1577 0.0874
H 0.420 5.354 0.781 -0.0133 -0.5384 0.4696
H 1.823 4.209 0.826 -0.4329 -0.3839 -0.7715
H 0.696 5.910 -1.140 -0.0040 -0.0499 -0.4527
C -4.389 -4.002 0.052 0.1017 -0.8618 -0.6089
C -4.846 -2.594 0.246 0.4506 -0.3257 -0.4568
O -4.341 -1.861 -0.833 -0.1743 0.8820 -0.6277
H -3.310 -4.030 -0.104 0.0608 -0.1874 0.1802
H -4.868 -4.241 -0.897 0.3080 -0.5603 -0.1501
H -4.703 -4.754 0.776 0.0239 0.1885 0.2737
H -4.479 -2.161 1.176 -0.7346 0.0904 0.3653
H -5.913 -2.651 0.027 -0.2672 0.7443 1.0174
H -3.385 -1.795 -0.780 0.3351 0.1146 -0.0491
C -1.876 -4.325 -5.557 0.2435 0.2509 0.1824
C -2.324 -3.001 -6.130 -0.1279 0.6857 -1.2815
O -2.821 -2.036 -5.208 -0.1181 -0.8700 -0.1294
H -1.120 -4.103 -4.803 -0.1688 -0.4317 0.3377
H -1.423 -4.989 -6.293 0.1329 0.2661 -0.3166
H -2.730 -4.887 -5.180 0.0735 0.2123 0.4779
H -3.044 -3.191 -6.926 -0.6755 0.1035 0.2978
H -1.568 -2.447 -6.687 0.7775 -0.5420 -0.0629
H -2.017 -1.665 -4.837 -0.1149 0.3662 0.5971
C -1.582 0.152 6.372 1.7208 -1.4533 1.3561
C -2.209 1.137 5.504 1.4423 -1.0782 -4.0268
O -2.801 2.067 6.237 -2.4797 2.8289 2.7720
H -0.660 0.490 6.845 -0.2710 0.8742 0.5081
H -1.114 -0.728 5.930 -0.8840 -0.2412 -0.7288
H -2.291 -0.140 7.146 0.1008 -0.1974 0.0361
H -2.858 0.668 4.765 -0.6330 -0.4348 0.1942
H -1.526 1.657 4.832 0.9326 -0.3037 -0.1292
H -3.394 2.606 5.708 0.0793 -0.0016 0.0003
```
Positions in Å, forces in eV/Å.